[1]
Entry from the OMol25 dataset: a structure of composition C54H52Cl6N8O16 in a non-equilibrium geometry (wB97M-V/def2-TZVPD).

Output
**Relative energy (zero: lowest compared OMol25 entry of this formula, charge and spin)**: 215.95 kcal per mole
**2S+1**: 1
**LUMO level**: -1.607 eV
**HOMO energy**: -8.402 eV
**HOMO-LUMO gap**: 6.795 eV
**Largest force on an atom**: 0.31344 hartree/bohr

Element x y z (Å)
1 Cl 4.165 1.410 -0.771
2 C 4.486 -0.270 -0.372
3 C 5.746 -0.374 0.473
4 Cl 5.630 0.391 2.033
5 H 4.481 -0.887 -1.268
6 H 3.646 -0.576 0.255
7 H 6.571 0.075 -0.081
8 H 5.986 -1.430 0.598
9 Cl -6.404 0.917 -2.171
10 C -5.292 0.030 -3.241
11 C -5.889 -0.169 -4.668
12 Cl -6.589 1.346 -5.309
13 H -5.120 -0.918 -2.741
14 H -4.392 0.634 -3.316
15 H -6.654 -0.942 -4.683
16 H -5.126 -0.494 -5.371
17 Cl 1.008 3.104 -3.537
18 C 1.540 1.642 -4.398
19 C 2.364 1.986 -5.638
20 Cl 1.349 2.715 -6.897
21 H 0.684 1.051 -4.720
22 H 2.021 1.056 -3.618
23 H 2.821 1.084 -6.035
24 H 3.065 2.760 -5.336
25 C -1.523 -4.561 -3.923
26 C -0.274 -5.104 -4.160
27 C 0.772 -4.956 -3.280
28 C 0.484 -4.476 -1.999
29 C -0.762 -3.874 -1.756
30 C -1.785 -3.915 -2.708
31 N 1.486 -4.559 -0.959
32 O 2.520 -5.196 -1.033
33 O 1.262 -3.922 0.065
34 H -2.327 -4.653 -4.640
35 H -0.126 -5.575 -5.124
36 H 1.781 -5.335 -3.378
37 H -1.132 -3.500 -0.810
38 H -2.804 -3.606 -2.530
39 C -3.428 -1.407 4.283
40 C -4.495 -2.158 4.744
41 C -4.774 -3.397 4.186
42 C -4.035 -3.821 3.087
43 C -2.979 -3.054 2.616
44 C -2.621 -1.871 3.242
45 N -4.334 -5.125 2.462
46 O -5.191 -5.782 3.014
47 O -3.765 -5.438 1.450
48 H -3.203 -0.442 4.721
49 H -5.017 -1.777 5.611
50 H -5.629 -3.970 4.511
51 H -2.385 -3.355 1.762
52 H -1.829 -1.263 2.828
53 C -2.379 5.735 4.513
54 C -3.363 6.499 3.882
55 C -3.583 6.358 2.529
56 C -2.773 5.573 1.742
57 C -1.908 4.696 2.407
58 C -1.681 4.786 3.766
59 N -2.922 5.574 0.308
60 O -2.477 4.621 -0.318
61 O -3.537 6.476 -0.216
62 H -2.290 5.866 5.583
63 H -3.979 7.097 4.538
64 H -4.437 6.888 2.123
65 H -1.276 3.995 1.877
66 H -0.921 4.111 4.134
67 C 3.771 1.716 5.561
68 C 2.832 0.708 5.283
69 C 1.635 1.018 4.657
70 C 1.246 2.338 4.500
71 C 2.124 3.342 4.891
72 C 3.367 3.024 5.411
73 N -0.039 2.715 3.925
74 O -0.194 3.862 3.534
75 O -0.824 1.822 3.677
76 H 4.779 1.442 5.835
77 H 2.984 -0.349 5.458
78 H 0.969 0.227 4.342
79 H 1.836 4.377 4.774
80 H 4.040 3.834 5.657
81 C 7.786 -3.294 -2.051
82 C 6.714 -3.538 -1.171
83 C 5.400 -3.435 -1.644
84 C 5.154 -3.010 -2.958
85 C 6.208 -2.670 -3.747
86 C 7.525 -2.774 -3.304
87 N 3.790 -2.792 -3.438
88 O 3.573 -2.956 -4.621
89 O 2.938 -2.576 -2.605
90 H 8.802 -3.461 -1.719
91 H 6.795 -3.968 -0.183
92 H 4.586 -3.731 -0.993
93 H 6.014 -2.358 -4.766
94 H 8.354 -2.625 -3.982
95 C 0.489 -0.089 2.172
96 C -0.432 0.904 1.843
97 C -0.940 0.956 0.558
98 C -0.381 0.127 -0.415
99 C 0.582 -0.824 -0.103
100 C 0.945 -0.989 1.235
101 N -0.838 0.262 -1.796
102 O -0.174 -0.317 -2.636
103 O -1.778 0.985 -2.032
104 H 0.840 -0.172 3.194
105 H -0.804 1.592 2.590
106 H -1.700 1.661 0.249
107 H 1.014 -1.452 -0.868
108 H 1.685 -1.743 1.466
109 C -3.098 3.964 -3.964
110 C -2.344 4.962 -3.382
111 C -2.664 6.300 -3.662
112 C -3.724 6.573 -4.501
113 C -4.415 5.567 -5.176
114 C -4.101 4.248 -4.902
115 N -4.094 7.992 -4.770
116 O -5.088 8.164 -5.451
117 O -3.445 8.861 -4.234
118 H -2.903 2.918 -3.758
119 H -1.617 4.756 -2.613
120 H -2.083 7.115 -3.255
121 H -5.081 5.855 -5.976
122 H -4.664 3.442 -5.346
123 C 0.039 -3.747 4.415
124 C 0.860 -2.641 4.271
125 C 2.039 -2.802 3.570
126 C 2.320 -4.006 2.938
127 C 1.532 -5.133 3.109
128 C 0.350 -4.984 3.836
129 N 3.444 -4.085 1.993
130 O 3.660 -5.117 1.398
131 O 4.184 -3.117 1.890
132 H -0.934 -3.679 4.884
133 H 0.637 -1.719 4.787
134 H 2.668 -1.960 3.305
135 H 1.796 -6.083 2.669
136 H -0.404 -5.758 3.803



[2]
Entry from the OMol25 dataset: a cluster of 2 separate species, C4H6O2 in total in a non-equilibrium geometry (wB97M-V/def2-TZVPD).

Output
**Relative energy (zero: lowest compared OMol25 entry of this formula, charge and spin)**: 67.50 kcal per mole
**2S+1**: 1
**LUMO level**: 0.662 eV
**HOMO energy**: -9.615 eV
**HOMO-LUMO gap**: 10.277 eV
**Largest force on an atom**: 0.03656 hartree/bohr
**SMILES**: O=C=CC=O.C

Element x y z (Å)
1 C -0.926 0.285 1.627
2 C 0.737 -0.108 0.231
3 O 1.640 0.215 0.893
4 C 0.037 -0.436 -0.865
5 C 0.822 -0.359 -2.078
6 O 0.380 -0.623 -3.174
7 H -1.984 0.100 1.497
8 H -0.654 1.157 2.215
9 H -0.482 -0.601 2.114
10 H -1.001 -0.751 -0.874
11 H -0.694 0.601 0.571
12 H 1.861 0.003 -1.918



[3]
Entry from the OMol25 dataset: a structure of composition C34H35I2N8O3Pd in a non-equilibrium geometry (wB97M-V/def2-TZVPD).

Output
**Relative energy (zero: lowest compared OMol25 entry of this formula, charge and spin)**: 21.22 kcal per mole
**2S+1**: 1
**LUMO level (alpha / beta)**: -12.530 / -12.545 eV
**HOMO energy (alpha / beta)**: -15.467 / -15.462 eV
**Total charge**: +3
**HOMO-LUMO gap (alpha / beta)**: 2.937 / 2.917 eV
**Largest force on an atom**: 0.05098 hartree/bohr

Element x y z (Å)
1 Pd -1.558 0.379 0.422
2 I -4.928 1.243 3.695
3 C -5.375 1.556 1.674
4 I -4.353 0.309 0.259
5 H -5.151 2.577 1.391
6 H -6.416 1.310 1.499
7 C 2.777 3.140 -2.436
8 O 1.761 2.206 -2.842
9 C 1.848 1.688 -4.101
10 C 2.919 1.907 -4.967
11 C 2.866 1.438 -6.266
12 C 1.748 0.760 -6.732
13 C 0.690 0.532 -5.880
14 C 0.746 0.960 -4.555
15 N -0.415 0.770 -3.740
16 C -0.468 0.479 -2.433
17 N 0.651 -0.185 -2.015
18 C 1.064 -0.447 -0.750
19 C 0.374 -0.083 0.427
20 C 1.101 -0.274 1.587
21 C 2.401 -0.860 1.624
22 C 3.039 -1.291 0.497
23 C 2.383 -1.092 -0.715
24 O 2.826 -1.401 -1.911
25 C 4.088 -2.096 -2.144
26 N -1.474 0.753 -1.612
27 C -2.628 1.298 -2.238
28 C -3.311 0.516 -3.150
29 C -4.475 0.963 -3.776
30 C -4.996 2.250 -3.491
31 C -4.367 3.045 -2.592
32 C -3.168 2.613 -1.936
33 O -2.705 3.490 -1.107
34 C -1.392 3.454 -0.509
35 H 2.476 3.485 -1.452
36 H 2.812 3.977 -3.133
37 H 3.746 2.644 -2.383
38 H 3.779 2.468 -4.632
39 H 3.697 1.619 -6.934
40 H 1.715 0.407 -7.753
41 H -0.191 0.003 -6.225
42 H -1.304 0.861 -4.205
43 H 1.299 -0.442 -2.754
44 H 0.708 0.034 2.542
45 H 2.883 -0.981 2.586
46 H 4.016 -1.745 0.555
47 H 4.790 -1.361 -2.526
48 H 3.868 -2.852 -2.890
49 H 4.453 -2.554 -1.233
50 H -2.958 -0.493 -3.329
51 H -4.995 0.310 -4.465
52 H -5.894 2.596 -3.985
53 H -4.732 4.035 -2.350
54 H -1.273 4.413 -0.015
55 H -0.626 3.321 -1.270
56 H -1.347 2.629 0.209
57 C -2.201 -2.367 2.452
58 C -1.734 -1.082 3.032
59 N -1.649 0.091 2.401
60 C -1.242 1.037 3.328
61 C -1.064 0.425 4.518
62 N -1.389 -0.901 4.319
63 C -1.161 -1.918 5.368
64 N 0.234 -2.035 5.619
65 N 0.796 -1.241 6.588
66 N 2.054 -1.398 6.583
67 C 2.375 -2.317 5.594
68 C 3.622 -2.829 5.230
69 C 3.642 -3.766 4.220
70 C 2.451 -4.184 3.586
71 C 1.216 -3.675 3.930
72 C 1.211 -2.733 4.964
73 H -2.072 -2.356 1.371
74 H -3.262 -2.514 2.668
75 H -1.656 -3.218 2.852
76 H -1.119 2.076 3.074
77 H -0.761 0.794 5.484
78 H -1.584 -2.869 5.058
79 H -1.651 -1.581 6.279
80 H 4.521 -2.523 5.748
81 H 4.580 -4.216 3.928
82 H 2.506 -4.951 2.824
83 H 0.314 -4.029 3.451



[4]
Entry from the OMol25 dataset: a cluster of 7 separate species, C30H63F3O20 in total in a non-equilibrium geometry (wB97M-V/def2-TZVPD).

Output
**Relative energy (zero: lowest compared OMol25 entry of this formula, charge and spin)**: 302.24 kcal per mole
**2S+1**: 1
**LUMO level**: 3.582 eV
**HOMO energy**: -0.609 eV
**Total charge**: -2
**HOMO-LUMO gap**: 4.191 eV
**Largest force on an atom**: 0.12571 hartree/bohr

Element x y z (Å)
1 O 1.685 0.817 0.940
2 C 0.826 0.293 0.019
3 O 1.248 -0.494 -0.823
4 O -0.343 0.682 -0.024
5 H 2.535 0.465 0.663
6 O 5.675 -0.780 0.927
7 C 4.630 -0.847 0.132
8 O 3.683 -0.025 0.148
9 O 4.674 -1.734 -0.747
10 H 6.031 -1.654 0.747
11 C -1.704 -2.836 -4.350
12 O -2.073 -1.533 -3.862
13 C -3.456 -1.236 -3.814
14 C -4.118 -1.903 -2.637
15 O -3.340 -1.508 -1.506
16 C -3.694 -2.132 -0.240
17 C -3.228 -1.223 0.974
18 O -1.746 -1.282 0.985
19 C -1.192 -0.605 2.089
20 H -2.387 -3.159 -5.137
21 H -1.520 -3.567 -3.563
22 H -0.704 -2.834 -4.783
23 H -4.068 -1.567 -4.653
24 H -3.636 -0.161 -3.815
25 H -3.883 -2.949 -2.833
26 H -5.178 -1.710 -2.478
27 H -3.360 -3.162 -0.111
28 H -4.777 -2.248 -0.203
29 H -3.672 -1.610 1.891
30 H -3.557 -0.223 0.689
31 H -0.122 -0.802 2.158
32 H -1.712 -1.026 2.949
33 H -1.287 0.480 2.044
34 C 2.401 -1.102 2.376
35 O 2.363 -2.084 1.293
36 C 2.610 -3.417 1.742
37 C 2.399 -4.342 0.533
38 O 3.395 -4.118 -0.471
39 C 4.668 -4.598 -0.111
40 C 5.478 -4.599 -1.380
41 O 4.692 -5.023 -2.497
42 C 4.133 -6.323 -2.371
43 H 1.556 -1.218 3.056
44 H 2.222 -0.042 2.200
45 H 3.326 -1.182 2.947
46 H 1.845 -3.586 2.500
47 H 3.578 -3.410 2.241
48 H 1.490 -4.068 -0.002
49 H 2.279 -5.393 0.796
50 H 4.642 -5.436 0.586
51 H 5.184 -3.922 0.570
52 H 6.388 -5.187 -1.263
53 H 5.810 -3.560 -1.365
54 H 3.472 -6.547 -1.534
55 H 4.962 -7.018 -2.235
56 H 3.541 -6.588 -3.247
57 C 0.077 2.390 0.812
58 O -0.789 1.773 1.650
59 C -2.060 2.325 1.704
60 C -3.025 1.133 2.077
61 O -4.303 1.580 2.230
62 C -4.759 2.184 3.495
63 C -6.030 3.020 3.176
64 O -7.021 2.136 2.716
65 C -8.400 2.489 2.681
66 H -0.273 2.105 -0.180
67 H 1.115 2.149 1.043
68 H 0.111 3.448 1.070
69 H -2.370 2.468 0.669
70 H -2.266 3.145 2.392
71 H -2.758 0.530 2.944
72 H -3.057 0.546 1.159
73 H -3.978 2.779 3.970
74 H -4.988 1.400 4.216
75 H -5.823 3.926 2.606
76 H -6.362 3.509 4.091
77 H -8.708 2.983 3.603
78 H -8.976 1.595 2.440
79 H -8.622 3.190 1.877
80 C 1.600 3.789 -5.075
81 O 0.664 2.987 -4.269
82 C 0.981 1.644 -4.044
83 C 0.754 1.228 -2.623
84 O -0.654 0.897 -2.323
85 C -1.463 1.989 -1.872
86 C -3.015 1.712 -2.005
87 O -3.498 0.734 -1.110
88 C -4.609 1.134 -0.314
89 H 2.618 3.476 -4.844
90 H 1.579 4.834 -4.765
91 H 1.234 3.721 -6.099
92 H 1.992 1.365 -4.343
93 H 0.406 1.005 -4.714
94 H 1.140 1.903 -1.859
95 H 1.235 0.304 -2.303
96 H -1.310 2.865 -2.503
97 H -1.175 2.220 -0.846
98 H -3.318 1.334 -2.981
99 H -3.500 2.682 -1.897
100 H -4.278 1.671 0.575
101 H -5.086 0.221 0.045
102 H -5.199 1.839 -0.899
103 C 2.886 2.278 1.746
104 C 3.753 3.526 2.003
105 O 5.097 3.196 1.944
106 C 5.724 2.565 2.983
107 O 5.071 2.246 3.988
108 C 7.169 2.268 2.635
109 F 7.309 0.975 2.732
110 F 7.480 2.761 1.439
111 F 8.030 2.641 3.556
112 H 3.143 1.701 0.857
113 H 1.854 2.626 1.749
114 H 3.126 1.536 2.507
115 H 3.366 3.792 2.986
116 H 3.495 4.368 1.360



[5]
Entry from the OMol25 dataset: the molecule C11H20OSi in a non-equilibrium geometry (wB97M-V/def2-TZVPD).

Output
**Relative energy (zero: lowest compared OMol25 entry of this formula, charge and spin)**: 34.34 kcal per mole
**2S+1**: 1
**LUMO level**: 0.764 eV
**HOMO energy**: -8.909 eV
**HOMO-LUMO gap**: 9.673 eV
**Largest force on an atom**: 0.07815 hartree/bohr
**SMILES**: C[Si](C)(C)C1=C2CCC[C@@H]2C[C@H]1O

Element x y z (Å)
1 C -0.890 -0.094 0.491
2 C 0.128 0.665 0.132
3 C -1.137 -1.530 0.872
4 C -2.631 -1.659 0.932
5 C -3.180 -0.604 -0.107
6 C -1.919 1.645 -0.846
7 C -2.189 0.588 0.198
8 C -0.386 2.071 -0.496
9 C 2.060 -0.927 -1.701
10 C 2.290 -1.532 1.056
11 C 3.338 1.344 0.058
12 O -0.353 3.049 0.520
13 Si 1.882 0.043 -0.045
14 H -0.729 -2.155 0.109
15 H -0.780 -1.871 1.883
16 H -2.983 -2.703 0.597
17 H -3.118 -1.323 1.846
18 H -3.173 -1.046 -1.138
19 H -4.151 -0.315 0.149
20 H -2.115 1.199 -1.829
21 H -2.648 2.394 -0.781
22 H -2.611 0.878 1.192
23 H 0.235 2.395 -1.333
24 H 1.197 -0.658 -2.457
25 H 2.952 -0.537 -2.246
26 H 2.189 -2.069 -1.566
27 H 1.801 -1.612 2.001
28 H 2.281 -2.482 0.378
29 H 3.330 -1.369 1.272
30 H 3.288 1.822 -0.849
31 H 3.297 2.063 0.951
32 H 4.255 0.858 0.086
33 H 0.470 3.470 0.672



[6]
Entry from the OMol25 dataset: a structure of composition C41H51LaN13O4S2 in a non-equilibrium geometry (wB97M-V/def2-TZVPD).

Output
**Relative energy (zero: lowest compared OMol25 entry of this formula, charge and spin)**: 46.69 kcal per mole
**2S+1**: 1
**LUMO level**: -1.996 eV
**HOMO energy**: -9.401 eV
**Total charge**: +1
**HOMO-LUMO gap**: 7.405 eV
**Largest force on an atom**: 0.05205 hartree/bohr

Element x y z (Å)
1 La -0.187 0.574 0.337
2 C 3.165 3.183 3.979
3 N 3.497 2.161 2.987
4 C 4.857 1.645 3.053
5 C 4.898 0.837 1.805
6 N 3.519 0.377 1.702
7 C 3.132 -0.624 0.718
8 C 2.702 1.333 2.258
9 N 1.410 1.445 2.032
10 C 0.580 2.028 3.054
11 C -0.182 3.299 2.578
12 N -0.681 3.036 1.244
13 C -1.311 4.004 0.633
14 N -2.012 5.027 1.184
15 C -2.711 4.875 2.467
16 C -2.581 5.915 0.184
17 C -1.760 5.536 -1.045
18 N -1.396 4.146 -0.739
19 C -0.659 3.338 -1.659
20 H 4.041 3.772 4.019
21 H 2.979 2.727 4.988
22 H 2.347 3.802 3.681
23 H 5.058 1.020 3.955
24 H 5.603 2.464 2.993
25 H 5.526 -0.018 1.891
26 H 5.105 1.467 0.939
27 H 4.088 -1.180 0.550
28 H 2.839 -0.186 -0.257
29 H 2.358 -1.278 1.057
30 H 1.030 2.256 3.995
31 H -0.195 1.294 3.339
32 H 0.493 4.200 2.614
33 H -0.976 3.461 3.298
34 H -3.148 3.873 2.632
35 H -3.571 5.555 2.497
36 H -2.010 5.126 3.271
37 H -2.493 6.954 0.434
38 H -3.658 5.777 0.011
39 H -0.871 6.167 -1.126
40 H -2.307 5.533 -2.016
41 H -1.059 2.265 -1.632
42 H 0.406 3.420 -1.515
43 H -0.796 3.731 -2.684
44 C 2.961 -6.166 -0.826
45 O 2.023 -6.580 -1.826
46 C 1.644 -5.703 -2.798
47 C 0.520 -6.107 -3.516
48 C 0.163 -5.367 -4.626
49 C 0.836 -4.186 -4.975
50 C 1.884 -3.736 -4.222
51 C 2.299 -4.501 -3.121
52 N 0.376 -3.562 -6.153
53 N 0.285 -2.343 -6.210
54 C 0.499 -1.503 -5.069
55 C 1.422 -0.509 -5.021
56 C 1.592 0.338 -3.904
57 C 0.900 0.046 -2.735
58 O 0.995 0.798 -1.634
59 C -0.099 -1.021 -2.773
60 N -0.872 -1.190 -1.619
61 C -1.845 -2.075 -1.643
62 C -2.239 -2.805 -2.839
63 C -1.438 -2.700 -3.943
64 C -0.356 -1.685 -3.952
65 H 3.129 -6.978 -0.153
66 H 2.562 -5.359 -0.256
67 H 3.965 -5.968 -1.243
68 H 0.032 -7.022 -3.291
69 H -0.608 -5.745 -5.340
70 H 2.427 -2.845 -4.496
71 H 3.204 -4.206 -2.555
72 H 1.964 -0.343 -5.941
73 H 2.285 1.194 -3.898
74 H -2.436 -2.303 -0.720
75 H -3.046 -3.537 -2.761
76 H -1.545 -3.267 -4.837
77 C 0.314 -1.559 8.052
78 C 0.032 -1.601 6.588
79 C 0.720 -2.434 5.664
80 C 0.224 -2.532 4.359
81 C -0.844 -1.724 3.947
82 C -1.525 -0.956 4.849
83 C -1.130 -0.927 6.156
84 S -1.289 -1.798 2.206
85 O -2.181 -2.897 1.949
86 O 0.030 -1.827 1.510
87 N -1.937 -0.408 1.902
88 C -3.057 -0.360 1.090
89 C -4.259 -0.951 1.410
90 C -5.369 -0.696 0.616
91 C -5.286 0.070 -0.533
92 C -4.066 0.653 -0.738
93 N -3.012 0.510 0.043
94 H 1.331 -1.376 8.328
95 H -0.066 -2.483 8.527
96 H -0.268 -0.774 8.530
97 H 1.487 -3.045 6.062
98 H 0.616 -3.216 3.646
99 H -2.338 -0.279 4.484
100 H -1.644 -0.356 6.895
101 H -4.366 -1.593 2.257
102 H -6.356 -1.134 0.820
103 H -6.121 0.289 -1.202
104 H -3.920 1.323 -1.586
105 N -1.400 1.369 -5.660
106 C -0.443 2.253 -6.112
107 N 0.124 1.903 -7.262
108 S -0.017 3.670 -5.358
109 H -1.535 0.489 -6.153
110 H -1.682 1.382 -4.714
111 H -0.075 1.047 -7.747
112 H 0.758 2.565 -7.636



> Among the records above, which one has the highest largest force on an atom?

C54H52Cl6N8O16